Molecular formula: C2H6N4S
Method: DFT, ωB97M-V/def2-TZVPD

## Properties
E_HOMO = -9.067 eV
SMILES = [H]/N=C(/NN)SN=C
F_max = 0.127 hartree/bohr

Structure (ORCA input):
```
! RIJCOSX wB97M-V def2-TZVPD def2/J DEFGRID3
* xyz 0 1
C 0.58 -0.10 -0.36
C -3.06 0.53 0.83
H 2.91 -1.19 -0.07
H 3.11 -0.04 -1.31
H 1.70 0.85 0.66
H -0.61 -1.63 -0.82
H -3.27 1.50 1.02
H -3.78 -0.17 0.98
N 2.98 -0.22 -0.34
N 1.80 0.55 -0.39
N 0.34 -1.33 -0.58
N -2.02 0.12 0.21
S -0.69 1.12 0.17
*
```

Atom charges from the Mulliken analysis, given in e for atoms 1 to 4: 0.454, -0.271, 0.278, 0.276